25
Properties=species:S:1:pos:R:3:forces:R:3 method="wB97M-V/def2-TZVPD" orbital_gap_ev="8.6 / 7.5" e_above_lowest_kj_mol=96.74
C -2.048 0.026 1.634 0.3 0.1 0.0
C 0.896 -0.163 -2.548 -1.7 -0.7 -2.3
C -0.423 -0.058 -1.839 0.0 -0.1 0.9
C 1.115 -0.172 1.603 0.5 -1.1 -0.2
C 2.306 0.728 1.285 -0.8 1.3 -2.1
C -0.324 0.172 -0.283 1.2 -0.7 -0.9
C -1.664 0.315 0.316 -1.1 -1.5 0.0
N -2.584 -0.029 2.646 -0.1 -0.4 0.9
N -2.888 -1.550 -0.423 -0.4 1.3 -0.7
O -2.807 -2.617 0.070 0.4 -0.6 0.5
O -3.655 -1.136 -1.254 0.4 -0.2 0.3
O 0.528 -0.783 0.427 -1.1 1.6 -0.4
O 3.132 0.818 2.377 1.7 -0.5 1.3
F 2.419 1.542 3.396 0.0 -0.2 -0.6
Cl -2.742 1.414 -0.344 -0.2 0.9 -0.7
H 1.703 0.128 -1.994 2.2 1.2 1.1
H 0.872 0.196 -3.608 0.1 0.6 1.1
H 1.001 -1.185 -2.749 0.8 -1.8 0.0
H -0.909 0.799 -2.268 -0.8 0.3 0.2
H -0.992 -0.961 -2.079 -0.2 0.3 0.3
H 0.405 0.417 2.192 -0.1 -0.7 0.1
H 1.581 -1.063 2.131 -0.9 1.2 -0.1
H 2.106 1.854 1.040 -0.2 -2.1 -0.4
H 2.853 0.155 0.444 -0.2 1.3 1.4
H 0.121 1.155 -0.169 0.4 0.5 -0.1



22
Properties=species:S:1:pos:R:3:forces:R:3 method="wB97M-V/def2-TZVPD" orbital_gap_ev=9.8 e_above_lowest_kj_mol=382.54 total_charge=+1
C -0.528 1.652 2.771 0.6 -0.5 -0.8
C 0.923 0.827 0.954 0.2 -2.2 -3.3
C -1.342 1.176 -0.480 0.3 -1.8 -4.5
C -0.294 -1.855 0.050 5.3 3.9 2.0
C 1.453 -1.142 -1.754 -3.3 -1.4 1.8
C 0.031 0.555 -0.732 0.6 2.9 3.2
C 0.109 -0.914 -1.055 2.2 0.8 0.3
N 0.178 1.086 1.883 -0.1 2.5 2.0
H -1.305 1.041 3.105 -1.2 -0.9 1.1
H -0.442 2.646 3.239 0.5 -0.2 -1.0
H 1.943 0.391 1.102 -0.9 0.4 0.1
H -1.707 1.148 0.455 -1.2 -0.6 3.5
H -1.350 2.227 -0.746 -0.2 0.0 -0.5
H -2.038 0.489 -1.125 0.8 1.9 1.0
H -1.205 -1.641 0.387 -3.9 1.0 1.5
H -0.290 -2.799 -0.261 0.4 -4.0 -1.1
H 0.468 -1.650 0.952 -1.6 -1.1 -1.8
H 1.658 -2.108 -2.038 -0.2 -2.5 -1.1
H 2.181 -1.002 -1.098 3.5 1.2 3.1
H 1.560 -0.502 -2.511 0.4 2.4 -3.2
H 0.590 1.336 -1.297 0.1 -1.4 -0.1
H -0.593 -0.961 -1.800 -2.1 -0.4 -2.1



18
Properties=species:S:1:pos:R:3:forces:R:3 method="wB97M-V/def2-TZVPD" orbital_gap_ev="7.9 / 7.9" e_above_lowest_kj_mol=266.78 total_charge=+1
C -2.564 0.353 -1.040 -2.5 -2.0 2.2
N -1.324 0.102 -0.258 -0.7 1.2 -1.3
N -1.462 -0.727 0.759 -2.2 -0.1 -0.3
C -0.176 0.635 -0.596 -0.5 -2.6 2.4
C 1.066 0.246 0.010 0.6 0.4 0.1
N 2.257 0.641 -0.560 0.7 -0.9 2.7
N 1.066 -0.446 1.101 0.3 -0.7 0.2
N 2.303 -0.788 1.499 1.1 -0.2 1.4
H -3.301 1.065 -0.500 1.3 -1.6 -0.4
H -2.371 0.826 -1.930 1.0 0.9 -2.1
H -3.045 -0.715 -1.278 1.0 2.5 0.7
H -2.394 -1.050 1.043 0.8 0.4 -0.5
H -0.602 -0.910 1.188 1.5 -0.7 1.5
H -0.119 1.260 -1.388 -0.4 1.8 -2.4
H 2.214 1.094 -1.428 0.5 0.9 -0.9
H 3.010 0.785 0.202 -1.4 0.2 -2.2
H 2.984 -1.064 0.812 0.0 0.1 -0.6
H 2.459 -1.308 2.364 -1.0 0.3 -0.4



122
Properties=species:S:1:pos:R:3:forces:R:3 method="wB97M-V/def2-TZVPD" orbital_gap_ev="5.0 / 3.8" total_charge=-2
K 0.000 0.000 0.000 0.5 -1.1 -0.9
C -6.243 -1.380 0.038 0.1 0.1 0.0
C -5.771 -2.772 0.511 -0.3 -0.1 -0.4
C -7.013 -3.515 1.053 0.2 0.0 0.3
C -5.255 -3.572 -0.705 0.2 0.1 0.0
C -4.640 -2.613 1.543 0.8 0.4 0.1
C -4.732 -3.099 2.855 0.3 0.0 0.7
C -3.691 -2.945 3.784 -0.2 0.1 -0.6
C -2.525 -2.283 3.378 -0.7 -0.4 0.6
S -1.098 -1.940 4.264 0.4 -0.1 0.9
C -0.378 -1.149 2.886 -0.5 0.2 -1.2
N -1.187 -1.155 1.830 1.3 -0.1 1.9
C -2.387 -1.784 2.092 -0.7 -0.2 -0.5
C -3.448 -1.952 1.177 -0.7 -2.1 1.7
C 1.016 -0.559 2.999 1.2 0.6 0.0
C 1.757 -0.632 4.197 0.0 -0.1 0.3
C 3.047 -0.088 4.306 -0.5 -0.2 0.0
C 3.639 0.547 3.220 0.2 0.1 -0.1
C 2.945 0.641 2.022 -0.4 -0.6 1.1
C 1.665 0.098 1.924 -0.8 0.1 -0.7
H -7.073 -1.464 -0.673 0.0 -0.2 0.1
H -5.446 -0.821 -0.465 -0.1 -0.2 0.2
H -6.588 -0.772 0.883 0.0 -0.1 0.0
H -7.788 -3.603 0.282 0.2 0.1 0.0
H -7.461 -2.986 1.901 0.1 0.0 0.0
H -6.765 -4.533 1.377 0.0 0.1 0.0
H -6.052 -3.730 -1.442 0.0 0.1 0.1
H -4.883 -4.558 -0.400 0.0 0.2 0.0
H -4.438 -3.059 -1.224 0.0 -0.1 0.2
H -5.624 -3.618 3.201 0.1 0.1 -0.1
H -3.791 -3.333 4.794 0.0 0.0 -0.1
H -3.311 -1.551 0.177 -0.6 -2.9 0.6
H 1.356 -1.113 5.085 -0.1 -0.1 0.1
H 3.585 -0.164 5.248 -0.1 0.0 -0.1
H 4.638 0.967 3.309 0.1 0.0 0.1
H 3.387 1.132 1.160 0.1 -0.1 0.0
O -0.550 1.292 -1.910 0.7 2.7 -0.9
H -0.270 2.219 -2.116 0.0 -1.3 0.2
H -1.111 1.025 -2.681 1.9 0.6 1.2
S -2.032 -3.899 -2.996 -0.4 -1.4 -1.0
C -1.425 -2.733 -2.100 2.9 3.3 7.7
N -0.946 -1.815 -1.395 -4.4 -8.2 -1.0
C -1.320 -0.019 -5.467 0.2 -0.6 -2.3
O -0.172 0.386 -4.820 1.4 2.1 -0.2
C 0.324 -0.209 -3.703 1.7 -0.6 1.5
O -0.275 -1.146 -3.199 7.1 1.8 -4.3
C 1.523 0.389 -3.028 -2.6 -2.9 -0.4
C 2.365 1.230 -3.653 2.5 3.2 0.0
As 2.809 0.381 -5.334 0.8 0.3 0.5
C 4.133 1.621 -6.137 0.8 -0.2 -0.8
C 4.077 -0.816 -4.316 0.8 -0.7 2.9
C 3.975 -1.183 -2.957 -0.2 0.9 -1.7
As 2.497 -0.613 -1.678 0.1 -0.9 -0.8
C 1.691 -2.418 -1.732 0.6 -0.7 0.2
C 4.933 -2.195 -2.365 0.5 -0.5 -1.5
O 5.380 -3.070 -3.091 -0.5 0.3 1.2
O 5.357 -2.208 -1.069 0.1 -1.4 -1.3
C 5.235 -1.219 -0.116 -0.3 1.5 1.2
C 5.204 -1.272 -5.197 -0.4 0.5 -0.9
O 4.983 -1.451 -6.384 0.3 -0.3 1.0
O 6.489 -1.390 -4.771 -0.2 -0.8 -1.1
C 7.116 -0.488 -3.930 0.3 1.3 0.9
C 3.429 1.977 -2.893 -0.4 -0.4 -1.9
O 4.452 2.353 -3.437 0.9 0.4 0.3
O 3.210 2.295 -1.589 -2.2 -0.9 -0.1
C 4.117 2.967 -0.797 1.3 0.7 0.1
H -1.495 0.638 -6.343 0.5 -0.2 0.2
H -2.192 0.061 -4.782 2.0 0.0 -3.6
H -1.213 -1.067 -5.818 -0.1 0.4 0.0
H 3.670 2.618 -6.288 0.2 -0.6 0.3
H 4.421 1.215 -7.128 -0.3 0.2 0.4
H 5.068 1.700 -5.556 -0.7 0.2 -0.1
H 2.337 -3.114 -1.160 0.0 0.4 -0.2
H 1.617 -2.783 -2.777 -0.1 0.3 0.7
H 0.691 -2.401 -1.252 1.1 -0.1 -0.4
H 5.874 -1.485 0.751 -0.1 0.0 -0.6
H 4.205 -1.155 0.276 0.5 0.3 -0.2
H 5.585 -0.245 -0.520 -0.4 -0.3 0.3
H 8.151 -0.836 -3.732 -0.7 0.0 -0.2
H 6.595 -0.371 -2.963 0.2 0.0 -0.3
H 7.166 0.507 -4.422 0.0 -0.4 0.4
H 3.689 3.095 0.218 0.0 -0.2 -0.7
H 4.331 3.970 -1.225 0.1 -0.5 0.3
H 5.059 2.384 -0.717 -0.3 0.5 0.0
S -2.640 5.726 3.154 -0.1 0.1 0.2
C -1.964 4.272 2.373 -0.4 -0.3 -0.2
C -2.794 3.205 2.035 0.6 0.7 1.5
C -2.220 2.097 1.436 1.6 -0.2 2.7
N -0.902 1.988 1.165 -0.9 1.7 1.3
C -0.121 3.033 1.512 -0.4 -0.6 -0.2
C -0.598 4.184 2.114 -0.1 0.1 -0.1
C -3.044 6.696 1.715 0.1 -0.1 0.0
C -4.307 6.601 1.134 0.2 0.1 0.0
C -4.575 7.381 0.022 0.6 0.7 -0.5
N -3.685 8.232 -0.530 0.2 -0.5 0.7
C -2.473 8.311 0.059 -0.9 0.0 -0.5
C -2.108 7.574 1.172 -0.2 -0.1 0.0
H -3.859 3.227 2.231 0.1 0.1 0.0
H -2.823 1.239 1.151 0.2 0.9 0.7
H 0.935 2.915 1.287 -0.1 0.0 0.1
H 0.084 4.985 2.373 -0.1 0.0 0.0
H -5.069 5.941 1.532 0.2 0.0 0.0
H -5.544 7.342 -0.469 0.1 0.0 0.1
H -1.779 9.007 -0.404 0.0 -0.1 0.1
H -1.119 7.688 1.600 -0.1 -0.1 0.0
C -3.149 3.210 -0.672 0.1 0.1 -0.8
N -2.917 2.304 -1.794 -0.9 0.3 -0.6
C -2.760 2.657 -3.086 0.2 -0.1 -2.4
C -2.563 1.510 -3.829 -1.3 4.6 -0.7
N -2.598 0.452 -2.994 -1.5 0.0 0.0
C -2.434 -0.950 -3.367 -5.1 -1.7 0.1
C -2.815 0.958 -1.760 -1.0 0.4 0.8
Se -2.947 -0.008 -0.305 -1.2 1.2 -2.4
H -3.183 4.264 -1.022 0.0 -0.7 -0.1
H -2.329 3.106 0.069 -1.0 0.7 -2.1
H -4.117 2.964 -0.187 0.6 0.0 -0.2
H -2.787 3.671 -3.462 0.0 -0.1 0.2
H -2.406 1.455 -4.898 -0.6 1.1 1.0
H -2.270 -1.046 -4.462 -1.4 -1.9 3.1
H -3.346 -1.521 -3.092 0.0 0.7 0.0
H -1.558 -1.379 -2.836 -3.2 1.7 -1.1
H 1.348 1.814 -0.227 0.5 0.2 0.1